The following is a quantum chemistry calculation of a 5-piece molecular cluster, C5H20N10O5 overall in a non-equilibrium geometry, from the OMol25 dataset.

Geometry as ORCA input:
```
! RIJCOSX wB97M-V def2-TZVPD def2/J DEFGRID3
* xyz 0 1
N 10.273 17.378 7.617
C 10.537 17.023 8.839
N 11.649 16.431 8.997
O 9.704 17.250 9.676
H 9.362 17.710 7.336
H 10.973 17.340 6.890
H 11.886 15.853 9.791
H 12.276 16.286 8.218
N 14.326 13.863 6.297
C 14.141 15.042 6.960
N 14.983 15.075 7.909
O 13.472 15.984 6.647
H 14.690 13.068 6.803
H 14.067 13.903 5.321
H 15.143 15.920 8.438
H 15.749 14.425 7.803
N 16.545 11.435 7.830
C 17.282 12.521 7.682
N 17.604 12.593 6.413
O 17.510 13.399 8.495
H 16.212 11.188 8.751
H 16.391 10.881 7.000
H 17.597 11.784 5.809
H 18.246 13.360 6.275
N 15.926 15.566 2.806
C 15.765 14.337 3.098
N 16.626 13.973 3.989
O 14.960 13.577 2.573
H 15.346 15.964 2.081
H 16.191 16.199 3.546
H 17.316 14.591 4.392
H 16.680 12.993 4.227
N 11.506 15.145 4.732
C 10.420 15.905 4.575
N 9.451 15.237 4.047
O 10.341 17.076 4.831
H 12.322 15.570 5.148
H 11.551 14.136 4.704
H 8.548 15.667 3.908
H 9.516 14.272 3.756
*
```

HOMO-LUMO gap	8.05	eV
LUMO energy	-0.35	eV
energy relative to the best compared isomer or geometry (same formula, charge and spin)	290.3	kJ/mol
SMILES string	NC(N)=O.NC(N)=O.NC(N)=O.NC(N)=O.NC(N)=O
electronic energy	-30650.652	eV
HOMO energy	-8.4	eV

Mulliken atomic charge list, values in e, 2 entries:
1. N -0.26
2. C 0.53